(1)
DFT (ωB97M-V/def2-TZVPD) results for one molecule with the formula CH4N2O.

```
8
Properties=species:S:1:pos:R:3:mulliken_charge:R:1
C -0.34 -0.15 -0.13 -0.2256
N 0.44 1.11 0.16 -0.2803
O 1.67 0.43 0.05 -0.1876
N 1.17 -0.91 -0.03 -0.3158
H -1.07 -0.29 0.69 0.2212
H -0.72 -0.20 -1.24 0.2570
H 0.35 1.65 -0.64 0.2597
H 1.23 -1.15 1.07 0.2713
```

Results
LUMO energy = 0.98 eV
Spin multiplicity = 1
Frontier orbital gap = 0.356 Eh
Structure (SMILES) = C1NON1
Total charge = 0
ΔE to the lowest compared entry with this formula, charge and spin = 146.7 kcal/mol
HOMO energy = -8.70 eV
E_tot = -6124.1452 eV


(2)
DFT (ωB97M-V/def2-TZVPD) results for C8H17ClCoI2N2OPS as an isolated structure.

```
34
Properties=species:S:1:pos:R:3:lowdin_spin:R:1
I -4.05 -1.80 -1.70 0.9523
I -3.43 2.14 -1.16 0.9046
Co 0.56 -0.20 0.27 1.5362
P 0.42 0.10 -1.71 -0.0437
C -1.16 0.08 -2.61 0.0703
C 1.20 1.59 -2.41 -0.0042
H 2.39 -1.31 -2.15 0.0008
H 1.43 -0.98 -3.62 -0.0022
H 0.88 -2.20 -2.44 0.0003
C 1.38 -1.23 -2.55 -0.0058
H 2.22 1.69 -2.02 -0.0001
H 1.21 1.46 -3.50 -0.0016
H -0.98 0.23 -3.69 -0.0010
H -1.77 1.00 -2.35 0.0500
H 0.56 2.43 -2.12 0.0002
H -1.83 -0.77 -2.36 0.0032
C -1.25 0.34 0.54 0.0047
O -2.16 0.26 1.20 0.0053
Cl 2.81 0.34 0.46 0.0303
S 0.22 -0.97 2.15 0.4034
C 0.15 0.38 3.24 0.0390
N -1.00 0.68 3.87 0.0125
C -1.23 2.06 4.34 0.0023
C -0.04 2.97 4.43 0.0011
C 1.27 2.27 4.26 0.0048
N 1.28 1.03 3.49 0.0300
H -1.84 0.27 3.42 0.0014
H -1.54 1.92 5.38 0.0015
H -2.10 2.43 3.77 0.0004
H -0.05 3.41 5.43 0.0000
H -0.14 3.79 3.73 0.0003
H 1.58 2.01 5.27 0.0013
H 2.08 2.84 3.80 0.0011
H 2.05 0.90 2.80 0.0013
```

Results
⟨S²⟩ = 6.055
LUMO energy (alpha / beta) = -9.49 / -10.23 eV
Spin multiplicity = 5
Frontier orbital gap (alpha / beta) = 0.221 / 0.181 Eh
Total charge = +2
HOMO energy (alpha / beta) = -15.49 / -15.17 eV
E_tot = -100055.6126 eV


(3)
DFT (ωB97M-V/def2-TZVPD) results for a 3-piece molecular cluster, C13H12F9O11PS overall.

```
47
Properties=species:S:1:pos:R:3:mulliken_charge:R:1
O -2.37 -4.40 -0.65 -0.6596
P -1.83 -3.95 0.65 0.3150
C -1.96 -2.15 0.90 0.5796
C -1.11 -1.50 -0.24 -1.2515
C 0.17 -1.08 0.51 0.1608
S 1.59 -1.72 -0.42 1.4761
O 1.33 -1.48 -1.81 -0.6173
O 1.88 -3.05 0.02 -0.6836
C 3.02 -0.58 0.02 0.4300
F 3.88 -1.29 0.79 -0.2722
F 2.54 0.45 0.74 -0.2713
C 3.80 -0.08 -1.22 0.7045
F 4.09 -1.11 -2.03 -0.2561
F 3.06 0.83 -1.88 -0.2715
C 5.16 0.61 -0.84 0.5706
F 5.02 1.42 0.20 -0.2394
F 5.57 1.32 -1.89 -0.2495
F 6.08 -0.30 -0.56 -0.2396
O 0.13 -1.67 1.80 -0.4125
C -1.20 -1.76 2.14 0.0426
O -1.59 -1.55 3.24 -0.5577
H -2.48 -4.53 1.76 0.0978
H -0.47 -4.21 0.85 0.0667
H -3.00 -1.81 0.88 0.5780
H -0.97 -2.27 -1.00 0.5553
H -1.56 -0.64 -0.72 0.0842
H 0.24 0.00 0.57 0.5009
O -0.65 1.73 1.72 -0.5137
C -0.96 1.99 2.84 0.6268
O -0.24 2.76 3.68 -0.3144
C -1.00 2.94 4.88 -0.4778
C -1.94 1.75 4.84 0.3266
F -3.14 2.03 5.38 -0.2950
O -2.08 1.54 3.44 -0.2553
H -1.55 3.88 4.82 0.2880
H -0.35 2.95 5.75 0.2729
H -1.55 0.84 5.29 0.2984
O -1.72 1.00 -1.79 -0.5639
C -1.65 1.16 -2.97 0.5453
O -0.62 0.75 -3.73 -0.2274
C -0.96 0.97 -5.10 -0.4349
C -2.01 2.05 -4.99 0.3177
F -2.95 1.96 -5.95 -0.2907
O -2.59 1.78 -3.73 -0.3229
H -1.38 0.06 -5.53 0.2866
H -0.08 1.26 -5.67 0.2619
H -1.61 3.07 -4.99 0.2915
```

Results
LUMO energy = 0.58 eV
Spin multiplicity = 1
Frontier orbital gap = 0.407 Eh
Structure (SMILES) = O=[PH2][C@@H]1C[C@H](S(=O)(=O)C(F)(F)C(F)(F)C(F)(F)F)OC1=O.O=C1OC[C@@H](F)O1.O=C1OC[C@@H](F)O1
Total charge = 0
HOMO energy = -10.50 eV
E_tot = -80779.0916 eV


(4)
DFT (ωB97M-V/def2-TZVPD) results for a 20-piece molecular cluster, C20H80O20 overall.

```
120
Properties=species:S:1:pos:R:3:mulliken_charge:R:1
C -19.94 -15.01 4.20 0.7991
O -20.63 -14.99 5.43 -0.5616
H -19.50 -15.99 4.04 0.3040
H -20.56 -14.72 3.35 -0.5254
H -19.12 -14.29 4.26 -0.3076
H -19.95 -14.87 6.10 0.2361
C -24.85 -13.88 3.25 -0.5427
O -25.22 -12.92 2.23 -0.5050
H -25.25 -14.85 2.97 0.3532
H -23.78 -13.99 3.40 0.1081
H -25.31 -13.59 4.20 0.3077
H -24.66 -13.07 1.47 0.2768
C -22.30 -10.55 0.99 -0.5157
O -21.21 -10.93 1.80 -0.1193
H -22.32 -9.46 0.97 0.0713
H -22.12 -10.85 -0.04 0.4387
H -23.29 -10.97 1.20 0.0544
H -20.71 -11.69 1.48 0.1093
C -18.70 -14.79 9.57 -0.6894
O -19.49 -14.95 8.40 -0.5335
H -18.48 -13.74 9.76 0.2320
H -19.16 -15.23 10.46 0.3150
H -17.75 -15.26 9.32 0.2355
H -19.75 -15.87 8.44 0.2865
C -21.59 -15.84 0.98 -0.2201
O -20.62 -15.71 -0.03 -0.6017
H -21.84 -14.93 1.53 -0.1817
H -22.51 -16.27 0.58 0.3476
H -21.16 -16.56 1.68 0.2864
H -20.54 -16.53 -0.52 0.3175
C -21.52 -7.73 6.47 0.0137
O -22.35 -6.67 6.77 -0.6189
H -21.04 -7.67 5.49 -0.0390
H -20.63 -7.76 7.10 0.1683
H -22.11 -8.64 6.61 0.0684
H -23.27 -6.94 6.91 0.3714
C -17.54 -8.39 2.18 -0.6277
O -16.65 -8.15 3.28 -0.5032
H -18.44 -7.77 2.25 0.3217
H -17.03 -8.09 1.26 0.6289
H -17.83 -9.43 2.04 0.0138
H -16.49 -7.21 3.32 0.2668
C -24.17 -10.85 4.82 0.0304
O -25.25 -9.96 4.99 -0.5910
H -24.29 -11.84 5.27 0.3391
H -24.04 -10.95 3.74 -0.0313
H -23.21 -10.47 5.15 -0.0978
H -25.87 -10.10 4.27 0.3341
C -20.35 -9.71 9.74 -0.5470
O -19.40 -10.72 9.50 -0.6009
H -20.95 -9.44 8.87 0.0733
H -20.91 -10.03 10.62 0.3031
H -19.83 -8.80 10.05 0.2715
H -19.58 -11.12 8.64 0.3204
C -17.04 -12.95 5.87 0.6289
O -16.24 -13.37 4.78 -0.4747
H -17.57 -13.73 6.40 -0.4435
H -16.46 -12.40 6.61 0.3958
H -17.77 -12.28 5.41 -0.3399
H -16.01 -12.56 4.31 0.3913
C -17.37 -7.99 6.81 -0.2272
O -16.02 -7.59 7.02 -0.5669
H -17.90 -8.36 7.69 0.2460
H -18.02 -7.25 6.34 0.2797
H -17.43 -8.84 6.13 0.0052
H -15.51 -8.26 7.48 0.2773
C -16.30 -16.70 6.34 -0.2903
O -16.15 -16.21 4.99 -0.5851
H -15.39 -16.65 6.95 0.2536
H -17.09 -16.10 6.77 -0.1092
H -16.59 -17.75 6.34 0.3212
H -16.14 -15.25 5.02 0.4691
C -19.43 -10.76 4.53 -0.9739
O -20.69 -10.20 4.23 0.0967
H -18.65 -10.05 4.24 0.2209
H -19.29 -10.82 5.61 0.2080
H -19.25 -11.64 3.93 -0.0569
H -20.87 -10.36 3.30 0.4380
C -22.96 -7.52 3.02 0.1067
O -23.60 -6.55 2.17 -0.5987
H -22.85 -7.11 4.03 0.1274
H -23.56 -8.43 3.09 0.1674
H -22.00 -7.83 2.62 -0.0554
H -23.95 -7.04 1.41 0.3184
C -21.35 -12.24 7.21 -0.5266
O -20.01 -12.44 7.48 0.4061
H -21.73 -12.93 6.46 0.3621
H -21.88 -12.51 8.12 0.5099
H -21.61 -11.20 7.02 -0.2717
H -19.97 -13.35 7.78 0.0109
C -16.64 -9.67 -1.06 -0.2441
O -16.67 -8.35 -1.60 -0.5623
H -16.52 -10.44 -1.82 0.4044
H -15.83 -9.74 -0.33 0.2617
H -17.59 -9.89 -0.57 -0.1092
H -15.95 -8.13 -2.20 0.2928
C -18.57 -13.01 1.08 -0.2292
O -19.98 -13.18 0.76 -0.7176
H -18.07 -12.17 0.60 -0.0197
H -18.44 -12.87 2.16 -0.0220
H -18.12 -13.97 0.85 0.5220
H -20.17 -14.11 0.59 0.2847
C -14.92 -10.98 2.84 -0.6101
O -15.79 -10.79 3.93 -0.2951
H -14.11 -10.25 2.88 0.3069
H -14.56 -12.01 2.80 0.4058
H -15.52 -10.80 1.94 0.0288
H -15.96 -9.85 3.97 -0.0028
C -13.77 -10.09 7.00 -0.4022
O -14.49 -9.83 8.20 -0.5928
H -14.43 -10.66 6.35 0.0384
H -13.43 -9.15 6.57 0.2686
H -12.86 -10.68 7.16 0.4051
H -14.46 -10.60 8.78 0.2929
C -20.23 -8.10 -0.34 -0.4669
O -19.20 -7.24 -0.67 -0.5808
H -20.69 -7.77 0.59 0.2662
H -21.04 -8.09 -1.06 0.3497
H -19.95 -9.14 -0.14 0.0803
H -18.32 -7.64 -0.72 0.2822
```

Results
LUMO energy = 0.15 eV
Spin multiplicity = 1
Frontier orbital gap = 0.349 Eh
Total charge = 0
ΔE to the lowest compared entry with this formula, charge and spin = 188.0 kcal/mol
HOMO energy = -9.34 eV
E_tot = -62978.0290 eV


(5)
DFT (ωB97M-V/def2-TZVPD) results for one molecule with the formula HNO2.

```
4
Properties=species:S:1:pos:R:3:mulliken_charge:R:1
O -1.01 0.32 0.54 -0.2702
N 0.14 -0.09 0.44 0.2089
O 0.69 -0.18 -0.84 -0.3454
H 1.58 -0.44 -0.69 0.4067
```

Results
LUMO energy = -0.12 eV
Spin multiplicity = 1
Frontier orbital gap = 0.386 Eh
Structure (SMILES) = O=NO
Total charge = 0
ΔE to the lowest compared entry with this formula, charge and spin = 6.5 kcal/mol
HOMO energy = -10.63 eV
E_tot = -5598.2728 eV


(6)
DFT (ωB97M-V/def2-TZVPD) results for C30H34BrCaN6O3P as an isolated structure.

```
76
Properties=species:S:1:pos:R:3:mulliken_charge:R:1
Ca 11.71 10.32 8.17 1.6187
Br 18.48 16.91 9.34 -0.1970
C 18.84 15.44 10.45 0.2303
C 19.74 14.41 10.21 -0.3835
C 19.70 13.35 11.08 -0.3423
C 18.58 13.28 11.90 0.0712
C 17.81 14.35 12.34 -0.4123
C 18.01 15.50 11.58 -0.4675
N 18.10 11.97 12.11 -0.5582
N 16.89 12.03 12.47 -0.0181
C 15.97 11.03 12.20 -0.2945
C 14.84 11.04 13.08 -0.4876
C 13.53 10.93 12.66 -0.8838
C 13.25 10.71 11.24 0.5910
O 12.11 10.98 10.68 -0.6873
C 14.40 10.21 10.48 -0.2784
N 14.15 9.82 9.19 0.2832
C 15.17 9.70 8.34 -0.1218
C 16.50 9.87 8.71 -1.2180
C 16.75 10.24 10.02 -0.4019
C 15.72 10.47 10.92 0.5841
H 20.49 14.53 9.46 0.4715
H 20.42 12.54 11.11 0.4420
H 17.05 14.23 13.09 0.4565
H 17.61 16.48 11.79 0.4079
H 15.02 11.17 14.14 0.3932
H 12.73 11.12 13.41 0.3680
H 14.90 9.47 7.32 0.5146
H 17.29 9.74 7.97 0.3956
H 17.76 10.44 10.37 0.5707
O 11.51 12.14 4.27 -0.6765
C 11.68 11.95 5.46 0.1234
O 12.00 10.80 6.03 -0.7512
C 11.40 13.08 6.41 0.4951
C 11.43 14.43 5.95 -0.8565
C 11.26 15.41 6.94 -0.3078
C 11.05 15.03 8.28 -0.7918
C 11.07 13.68 8.62 -0.2923
N 11.29 12.76 7.72 0.2263
H 11.52 14.64 4.89 0.5272
H 11.22 16.43 6.62 0.4545
H 11.03 15.76 9.10 0.3709
H 10.97 13.30 9.66 0.4852
C 8.34 11.65 6.60 -1.1749
P 8.45 10.41 8.05 0.9477
C 7.21 9.11 7.69 -1.2062
C 7.58 11.24 9.44 -1.3929
H 7.34 11.65 6.16 0.5147
H 8.98 11.26 5.78 0.2762
H 8.68 12.66 6.90 0.2490
H 6.35 9.41 7.05 0.4121
H 6.81 8.70 8.64 0.3439
H 7.73 8.34 7.09 0.2631
H 6.57 11.52 9.16 0.4106
H 8.16 12.08 9.77 0.3610
H 7.55 10.48 10.25 0.3750
C 10.99 7.19 9.26 -0.5703
C 10.66 5.67 9.05 -0.6885
N 11.31 5.17 7.80 -0.1455
C 10.81 5.90 6.63 -0.8104
C 11.03 7.46 6.84 0.1965
N 11.76 7.79 8.13 0.3040
C 13.07 7.00 8.10 -0.7144
C 12.76 5.42 7.95 -0.8209
H 11.54 7.35 10.15 0.6160
H 10.03 7.75 9.31 0.0752
H 9.58 5.47 8.96 0.3128
H 11.04 5.07 9.90 0.2678
H 9.77 5.68 6.45 0.3611
H 11.35 5.49 5.77 0.2638
H 10.02 8.00 6.87 -0.4938
H 11.53 7.91 5.97 0.5185
H 13.58 7.29 9.05 0.3820
H 13.65 7.32 7.23 0.3283
H 13.11 4.79 8.82 0.2789
H 13.31 5.08 7.04 0.3069
```

Results
LUMO energy = -0.27 eV
Spin multiplicity = 1
Frontier orbital gap = 0.220 Eh
Total charge = 0
ΔE to the lowest compared entry with this formula, charge and spin = 14.1 kcal/mol
HOMO energy = -6.27 eV
E_tot = -144515.0185 eV


(7)
DFT (ωB97M-V/def2-TZVPD) results for C5H15NO2 as an isolated structure.

```
23
Properties=species:S:1:pos:R:3:mulliken_charge:R:1
C -2.49 -0.45 0.01 0.2922
C -2.94 0.98 0.02 -1.1245
C -2.20 -1.10 1.33 -1.1362
O -0.32 -0.14 -0.85 -0.7911
H -1.36 -0.52 -0.68 0.0238
H -3.05 -1.08 -0.68 0.3841
H -3.13 -1.24 1.90 0.3856
H -3.94 1.06 0.47 0.3677
H -2.99 1.39 -0.99 0.3005
H -2.27 1.60 0.61 0.2734
H -1.74 -2.08 1.21 0.3060
H -1.54 -0.48 1.94 0.2747
C 3.78 -0.01 0.25 -0.8395
C 1.96 0.18 -1.42 -0.6010
N 2.38 -0.01 -0.11 0.0987
O 1.64 0.81 0.77 -0.4206
H 0.72 0.58 0.49 0.4301
H 3.87 -0.35 1.28 0.2770
H 4.22 0.99 0.17 0.3083
H 4.31 -0.69 -0.41 0.3273
H 2.53 -0.42 -2.13 0.3835
H 0.75 -0.24 -1.46 0.2285
H 1.81 1.22 -1.74 0.2516
```

Results
LUMO energy (alpha / beta) = -1.10 / -0.57 eV
Spin multiplicity = 1
Frontier orbital gap (alpha / beta) = 0.241 / 0.278 Eh
Total charge = 0
ΔE to the lowest compared entry with this formula, charge and spin = 167.9 kcal/mol
HOMO energy (alpha / beta) = -7.65 / -8.14 eV
E_tot = -11006.6661 eV


Molar mass? In order: 60.1; 568.5; 578.3; 640.8; 47.0; 677.6; 121.2 g/mol.